Record 1
Below is a structure of composition C25H37NOP2Ru, with properties calculated with ωB97M-V with the def2-TZVPD basis set.

Summary:
<S²> = 6.090
Kohn-Sham gap (spin up / spin down) = 4.87 / 5.93 eV

Geometry as ORCA input:
```
! wB97M-V def2-TZVPD RIJCOSX def2/J DEFGRID3
* xyz 0 5
Ru 0.13521 0.15352 0.19228
P 2.34006 -0.05438 -0.05058
P -2.30075 0.18238 0.25492
N 0.03333 1.11131 -1.35725
H 1.25738 -2.27936 2.01475
C 3.00483 -1.52945 -0.92187
H 4.10707 -1.47348 -0.93047
H 2.63065 -1.54628 -1.95485
H 2.68279 -2.43838 -0.39562
C 3.42967 -0.04296 1.41762
H 4.48289 -0.17355 1.11443
H 3.13567 -0.86224 2.08528
H 3.30889 0.91128 1.94143
C 3.10456 1.27417 -1.05723
H 4.20186 1.23290 -0.97195
H 2.74567 2.24539 -0.69948
H 2.81926 1.14728 -2.10929
C -3.26472 -1.20430 -0.45495
H -4.33978 -0.98694 -0.32292
H -2.99686 -2.13901 0.05626
H -3.02990 -1.28154 -1.52558
C -2.99598 0.26092 1.93880
H -4.09568 0.24738 1.86222
H -2.66168 1.18147 2.43205
H -2.64040 -0.61474 2.49641
C -3.13540 1.57967 -0.58189
H -4.21884 1.52496 -0.37546
H -2.96130 1.47575 -1.65869
H -2.74314 2.54249 -0.23843
C 0.01014 1.86868 -2.46215
C 0.01874 2.09103 -4.89302
C -0.01136 1.27889 -3.77362
C 0.05820 3.30015 -2.35713
C 0.03496 4.08536 -3.48609
C 0.03422 3.48988 -4.75627
H 0.03497 1.64468 -5.88253
H -0.02704 0.19010 -3.81930
H 0.14641 3.73256 -1.36494
H 0.03618 5.16248 -3.37289
H 0.05632 4.12210 -5.65276
C 0.18862 -2.55106 1.85283
O -0.37189 -1.67367 0.88357
C 0.12471 -3.95630 1.22858
H -0.17527 -4.71078 1.96704
H 1.12234 -4.20865 0.85490
H -0.58722 -3.97501 0.39158
C -0.52568 -2.50661 3.21263
H -1.47452 -3.05917 3.15491
H -0.72019 -1.49674 3.59344
H 0.12722 -3.01401 3.94095
C 1.38401 1.41038 5.68344
C 1.49192 0.27423 4.85129
C 1.04114 0.36252 3.53004
C 0.54983 1.55545 2.96855
C 0.15073 1.68352 1.57667
C -0.40435 2.88220 1.15354
C -0.54421 3.99886 2.00618
C -0.12325 3.92634 3.32308
C 0.42148 2.71349 3.83148
C 0.86115 2.58395 5.17355
H 1.72286 1.31575 6.72069
H 1.91347 -0.66559 5.21368
H 1.06653 -0.53246 2.89038
H -0.73200 2.95177 0.12240
H -0.98294 4.91378 1.61008
H -0.18442 4.78308 3.98784
H 0.79045 3.44929 5.82496
*
```


Record 2
Below is a cluster of 4 separate species, C6H19O4S3 in total, with properties calculated with ωB97M-V with the def2-TZVPD basis set.

Summary:
Kohn-Sham gap = 6.25 eV

Geometry as ORCA input:
```
! wB97M-V def2-TZVPD RIJCOSX def2/J DEFGRID3
* xyz -1 1
O -0.40835 -0.61976 -1.60509
H 0.41439 -0.36331 -1.16749
C -2.97425 -2.11592 1.70216
S -1.95753 -0.71190 1.19029
O -2.54213 0.46435 2.00795
C -0.47910 -1.18044 2.02832
H -2.64889 -2.34268 2.83412
H -2.87086 -2.90134 0.87030
H -4.04927 -1.70539 1.74799
H 0.17673 -0.37882 1.67879
H -0.23474 -2.03689 1.50393
H -0.66913 -1.19715 3.02781
C -1.86034 3.30508 0.35995
S -1.49957 2.39675 -1.14836
O -2.47280 2.87114 -2.19730
C 0.10851 2.94135 -1.58017
H -0.88235 3.15946 0.95318
H -2.68374 2.68454 0.93038
H -2.06839 4.37059 0.42797
H -0.01189 3.78096 -1.14988
H 0.37117 2.89190 -2.53346
H 0.85320 2.27901 -0.87963
C 2.83909 -2.08951 -2.13921
S 2.32592 -2.36926 -0.42357
O 3.21814 -3.49753 0.23068
C 2.68281 -0.74358 0.19677
H 2.28062 -2.49756 -2.94508
H 3.82005 -2.24447 -2.37721
H 2.75321 -1.10182 -2.30906
H 3.65390 -0.54411 -0.12562
H 2.78937 -0.58005 1.19864
H 2.02624 0.07637 -0.30811
*
```


Calculated energy relative to the best compared isomer or geometry (same formula, charge and spin), 0.280 1.024 eV (same order as the records).